An isolated molecule of C21H28ClN5OS2. Source: the Open Molecules 2025 dataset; level of theory: ωB97M-V with the def2-TZVPD basis set.

Geometry (Å):
1 S -2.24286 -1.79714 -0.26261
2 C -2.41589 -0.71476 0.86730
3 N -1.57736 -0.53334 1.90225
4 C -0.44140 -1.48481 1.85039
5 C 0.60214 -0.50030 1.81327
6 C 1.94290 -1.13608 1.20588
7 N 1.67393 -2.18014 0.26006
8 C 2.87142 -3.18859 0.26491
9 C 2.38672 -4.08621 -0.64681
10 O 2.03810 -3.71417 -2.05594
11 C 1.11169 -3.05749 -2.00362
12 C 1.45364 -1.61412 -0.93856
13 N -3.66498 0.22410 0.85646
14 C -3.94184 1.19270 1.84200
15 C -3.15811 2.54538 1.00273
16 N -3.21912 2.21417 -0.51222
17 C -1.98528 1.97942 -0.98101
18 N -0.87306 2.00959 -0.51225
19 C 0.12570 1.77189 -1.36514
20 C 1.52246 2.04794 -0.92339
21 C 2.49816 1.70099 -1.62458
22 C 3.99284 1.63468 -1.11107
23 C 4.01242 2.35865 0.20673
24 Cl 5.85930 2.33692 0.58027
25 C 3.00331 2.69086 0.78379
26 C 1.75757 2.45172 0.32374
27 C -0.22766 1.59377 -2.54686
28 S -1.96154 1.34468 -2.83306
29 C -4.54252 1.69527 -0.80283
30 C -4.32334 0.24424 -0.40920
31 H -1.77569 0.11845 2.53936
32 H -0.53830 -2.22183 1.34306
33 H -0.33516 -1.89276 3.01122
34 H 0.89860 0.48472 2.22778
35 H 0.48319 0.24890 0.77524
36 H 2.73932 -0.33526 1.04952
37 H 2.25410 -1.59192 2.41701
38 H 3.70363 -2.66046 -0.19464
39 H 2.91530 -3.44893 1.42563
40 H 1.67770 -4.70245 -0.31035
41 H 3.24379 -4.94063 -0.66365
42 H 0.21106 -3.52114 -1.46535
43 H 0.88527 -2.58360 -2.83093
44 H 2.28318 -1.16137 -1.51627
45 H 0.49988 -1.07016 -0.80788
46 H -4.90376 1.36929 1.88721
47 H -3.56506 1.07008 2.79328
48 H -2.08266 2.61903 1.56546
49 H -3.71692 3.30311 1.22631
50 H 2.46360 1.21224 -2.78617
51 H 4.87100 1.22509 -1.83754
52 H 3.45625 3.12174 1.70059
53 H 0.87276 2.99966 0.82215
54 H 0.29996 1.11396 -3.17232
55 H -4.40472 1.68186 -1.99040
56 H -5.21549 2.28804 -0.54241
57 H -5.48223 -0.15206 0.02715
58 H -4.01591 -0.60340 -0.92371

* frontier orbital gap: 8.0693 eV
* SMILES: S=C(NCCCN1CCOCC1)N1CCN(c2nc(-c3ccc(Cl)cc3)cs2)CC1
* lowest unoccupied orbital energy: 0.30 eV
* HOMO level: -7.77 eV
* relative energy (zero: lowest compared OMol25 entry of this formula, charge and spin): 43.72 kcal/mol

Mulliken atomic charge list, values in e, 4 entries: -0.582 0.608 0.115 -2.027



A structure of composition C5H7IrO3. Source: the Open Molecules 2025 dataset; level of theory: ωB97M-V with the def2-TZVPD basis set.

Geometry (Å):
1 O 0.53707 -1.16244 1.03013
2 C -0.35283 -2.12902 1.13190
3 O -1.59238 -1.90464 1.25361
4 Ir -1.77021 -3.76246 1.24245
5 O 0.06700 -3.31930 1.06980
6 C 0.13122 0.16600 1.02251
7 H -0.90185 0.32219 1.33103
8 H 0.78121 2.14208 1.24701
9 C 1.07466 1.12487 0.98725
10 H 2.13331 0.87754 0.90120
11 C -0.55415 0.86799 -1.78258
12 C 0.54441 1.65575 -1.84293
13 H -0.52800 -0.17252 -2.11990
14 H 1.49508 1.26259 -2.21237
15 H -1.53551 1.29411 -1.55585
16 H 0.47095 2.73727 -1.70325

* frontier orbital gap (spin up / spin down): 8.1163 / 6.6875 eV
* multiplicity: 5
* lowest unoccupied orbital energy (spin up / spin down): -9.41 / -11.91 eV
* HOMO level (spin up / spin down): -17.52 / -18.60 eV
* total charge: +2

Mulliken atomic charge list, values in e, 4 entries: -0.222 0.702 -0.569 1.381



A cluster of 6 separate species, C39H70F6N7O3P in total. Source: the Open Molecules 2025 dataset; level of theory: ωB97M-V with the def2-TZVPD basis set.

Geometry (Å):
1 C 23.03393 5.34284 7.61298
2 N 22.03756 6.36220 7.95319
3 C 21.04902 5.98470 8.83061
4 C 20.07487 6.97006 9.17257
5 C 20.12394 8.26082 8.65920
6 C 21.20208 8.60935 7.90463
7 C 22.13151 7.62219 7.62263
8 C 18.94628 9.16280 9.02667
9 C 17.66671 8.65437 9.20457
10 C 16.65635 9.55088 9.34310
11 N 16.82352 10.89572 9.43075
12 C 18.09654 11.38280 9.34824
13 C 19.13875 10.56244 9.05382
14 C 15.66402 11.71813 9.74700
15 H 23.86667 5.56481 8.33397
16 H 23.43786 5.34666 6.60017
17 H 22.66357 4.35416 7.79219
18 H 21.04918 4.94261 9.14397
19 H 19.24399 6.69146 9.83148
20 H 21.48470 9.53186 7.51022
21 H 22.98232 7.79633 6.99501
22 H 17.37532 7.62612 9.08972
23 H 15.61385 9.22780 9.46140
24 H 18.28336 12.45503 9.48154
25 H 20.14442 10.95830 9.06651
26 H 15.54215 11.85275 10.80700
27 H 14.82210 11.16663 9.39152
28 H 15.77241 12.64426 9.22462
29 C 15.68480 15.20337 18.36980
30 N 14.21180 14.89364 18.76227
31 C 13.82158 15.09715 20.02179
32 C 12.52159 14.78509 20.45894
33 C 11.62064 14.21845 19.53522
34 C 11.98798 14.10530 18.17392
35 C 13.32329 14.38248 17.84898
36 C 10.22172 13.90731 19.96044
37 C 9.90716 12.83591 20.82764
38 C 8.58095 12.50242 21.03848
39 N 7.58444 13.26965 20.55663
40 C 7.89470 14.27329 19.69106
41 C 9.18831 14.67738 19.42488
42 C 6.23490 12.81549 20.84781
43 H 15.72726 16.17476 17.87566
44 H 16.02095 14.44836 17.70096
45 H 16.30094 15.18453 19.25842
46 H 14.57587 15.52574 20.66532
47 H 12.24549 15.12421 21.47205
48 H 11.32883 13.78424 17.37226
49 H 13.55605 14.18059 16.79967
50 H 10.67038 12.16882 21.29335
51 H 8.32307 11.61219 21.65164
52 H 7.04998 14.79602 19.17122
53 H 9.29581 15.50229 18.79372
54 H 5.97483 12.17084 20.01398
55 H 5.60069 13.68300 20.71944
56 H 6.15391 12.33049 21.84984
57 C 10.21655 22.39093 13.31400
58 N 10.43490 23.84757 12.86929
59 C 10.27594 23.88425 11.39892
60 C 9.26609 24.59316 13.47904
61 C 11.71830 24.35300 13.29513
62 C 12.17326 25.76722 12.96082
63 O 12.61590 25.82475 11.61306
64 H 9.20494 22.15426 12.96290
65 H 10.29642 22.37163 14.39076
66 H 11.00472 21.73657 12.80420
67 H 11.07624 23.35460 10.88722
68 H 10.43059 24.94075 11.17321
69 H 9.29445 23.59713 11.07210
70 H 8.31597 24.15120 13.15021
71 H 9.33376 25.59707 13.04207
72 H 9.43347 24.59008 14.52788
73 H 12.44741 23.66144 12.91488
74 H 11.75539 24.23347 14.36361
75 H 12.99422 25.88599 13.62245
76 H 11.44983 26.51318 13.27310
77 H 12.96665 26.71739 11.45250
78 C 23.72143 23.53496 14.13835
79 N 23.95256 23.53455 15.67819
80 C 23.37717 22.26031 16.16271
81 C 25.42398 23.53716 15.91597
82 C 23.31816 24.70052 16.35344
83 C 21.77962 24.75256 16.38373
84 O 21.18485 24.39039 15.17597
85 H 24.24795 24.40658 13.78908
86 H 22.65474 23.56852 13.98043
87 H 24.17352 22.62862 13.78973
88 H 22.35453 22.37340 15.95719
89 H 23.62991 22.16569 17.23830
90 H 23.83868 21.41975 15.56615
91 H 25.64651 23.71831 16.95433
92 H 25.85359 24.41909 15.44481
93 H 25.81052 22.58154 15.63273
94 H 23.75400 25.57856 15.84504
95 H 23.70555 24.74933 17.40418
96 H 21.48866 25.76697 16.78319
97 H 21.37221 23.95554 17.07347
98 H 20.26332 24.75061 15.15544
99 C 18.59642 23.29735 3.22378
100 N 18.98476 22.05517 3.94230
101 C 18.27771 20.94308 3.21513
102 C 20.43528 21.73987 3.74630
103 C 18.57608 22.11706 5.40012
104 C 19.11408 23.21882 6.24968
105 O 20.50618 23.13405 6.21625
106 H 19.05980 24.12278 3.78397
107 H 17.50464 23.46698 3.18554
108 H 19.00406 23.24607 2.25846
109 H 17.24477 21.10810 3.28409
110 H 18.41606 19.99919 3.70426
111 H 18.55022 20.97953 2.16285
112 H 20.53689 21.47952 2.70283
113 H 20.65586 20.79149 4.23454
114 H 21.09670 22.56204 4.06712
115 H 18.85906 21.17017 5.80035
116 H 17.50489 22.05669 5.28750
117 H 18.93510 22.83392 7.20663
118 H 18.68778 24.18752 5.97302
119 H 20.88408 23.85728 6.71190
120 P 14.65099 14.65102 14.02947
121 F 14.14394 15.58120 12.83315
122 F 13.42555 13.68833 13.80634
123 F 15.45944 13.68226 13.00735
124 F 15.16390 13.86050 15.35887
125 F 15.92165 15.61971 14.20718
126 F 13.77189 15.55882 15.10328

* frontier orbital gap: 8.1745 eV
* lowest unoccupied orbital energy: -11.28 eV
* HOMO level: -19.45 eV
* total charge: +6

Mulliken atomic charge list, values in e, 4 entries: -0.817 0.032 -0.368 -0.695



An isolated molecule of C4H6N2O. Source: the Open Molecules 2025 dataset; level of theory: ωB97M-V with the def2-TZVPD basis set.

Geometry (Å):
1 N 2.19014 -0.89378 -0.10413
2 C 1.11125 -0.10020 -0.15639
3 C 0.81946 1.20163 -0.18233
4 C -0.64109 1.14399 0.01713
5 C -1.06884 -0.16522 -0.11711
6 N -2.29420 -0.80340 -0.16397
7 O 0.02098 -0.89410 -0.28994
8 H 2.21705 -1.78764 0.46124
9 H 2.97564 -0.27131 0.18479
10 H 1.43020 2.05638 -0.18006
11 H -1.34866 1.98902 0.04736
12 H -2.34107 -1.42509 0.58780
13 H -3.07085 -0.05027 -0.10438

* frontier orbital gap: 7.9630 eV
* SMILES: Nc1ccc(N)o1
* lowest unoccupied orbital energy: 0.94 eV
* HOMO level: -7.02 eV
* relative energy (zero: lowest compared OMol25 entry of this formula, charge and spin): 45.15 kcal/mol

Mulliken atomic charge list, values in e, 4 entries: -0.528 0.242 -0.563 -0.410



A structure of composition CH7N2. Source: the Open Molecules 2025 dataset; level of theory: ωB97M-V with the def2-TZVPD basis set.

Geometry (Å):
1 N 1.13136 0.99066 -0.70366
2 H 0.46988 1.44756 -1.36805
3 H 1.71495 1.75876 -0.13220
4 H 0.43949 0.46191 0.25740
5 H 1.72563 0.56411 -1.36979
6 C -1.50566 -1.01410 0.49456
7 N -0.29832 -0.67510 0.81472
8 H -1.87234 -0.57568 -0.43108
9 H -2.18613 -1.65265 1.07012
10 H 0.38113 -1.30548 1.36799

* frontier orbital gap: 11.2548 eV
* lowest unoccupied orbital energy: -4.19 eV
* HOMO level: -15.44 eV
* total charge: +1
* relative energy (zero: lowest compared OMol25 entry of this formula, charge and spin): 31.48 kcal/mol

Mulliken atomic charge list, values in e, 4 entries: -0.705 0.352 0.400 0.450



A structure of composition C37H29BrGeN5SW. Source: the Open Molecules 2025 dataset; level of theory: ωB97M-V with the def2-TZVPD basis set.

Geometry (Å):
1 W -0.19370 0.40318 -1.55624
2 Br -1.63686 2.46857 -0.89341
3 C -2.13586 1.84496 0.81873
4 C -2.81007 2.67929 1.66220
5 C -3.19939 2.16872 2.91803
6 C -2.91420 0.86912 3.24348
7 C -2.20137 0.03573 2.34856
8 C -1.89313 -1.31134 2.68349
9 C -1.15090 -2.11219 1.85105
10 C -0.65630 -1.59038 0.65238
11 C -0.96846 -0.29180 0.21599
12 C -1.76821 0.53182 1.10148
13 H -3.04365 3.69834 1.38184
14 H -3.72673 2.80876 3.61267
15 H -3.22799 0.46429 4.19834
16 H -2.25000 -1.70026 3.63178
17 H -0.91801 -3.13120 2.13164
18 H -0.00680 -2.21024 0.05147
19 N 0.94401 -1.08846 -1.96857
20 C 1.75873 -1.97357 -2.14725
21 N 2.55397 -2.81940 -2.43434
22 C 3.09384 -3.94878 -1.97795
23 N 3.57145 -4.92858 -1.61037
24 N -3.78239 -0.39049 -1.94060
25 C -2.73767 -0.92535 -2.54029
26 S -1.71329 0.14699 -3.53968
27 N -2.41141 -2.19247 -2.42215
28 C -2.99239 -3.23261 -1.62234
29 C -4.34804 -3.31645 -1.33358
30 C -4.80057 -4.36216 -0.53828
31 C -3.91903 -5.31511 -0.05135
32 C -2.57102 -5.24174 -0.37866
33 C -2.10617 -4.20043 -1.16450
34 H -4.05223 0.54707 -2.19325
35 H -4.39094 -0.92387 -1.33815
36 H -1.53961 -2.42571 -2.87964
37 H -5.08185 -2.65242 -1.77273
38 H -5.85775 -4.44148 -0.32447
39 H -4.28487 -6.12874 0.55990
40 H -1.88127 -6.00070 -0.03290
41 H -1.05484 -4.14575 -1.43036
42 C 3.91475 -2.15579 1.87433
43 C 4.32498 -1.61961 0.66014
44 C 3.64678 -0.53518 0.11350
45 C 2.56590 0.03286 0.79044
46 C 2.15991 -0.51519 2.00772
47 C 2.83599 -1.60228 2.54975
48 Ge 1.62051 1.49310 -0.00153
49 C 2.47310 2.13403 -1.60651
50 C 3.73690 2.72574 -1.65185
51 C 4.26228 3.19854 -2.84823
52 C 3.53198 3.09255 -4.02691
53 C 2.27323 2.51305 -4.01846
54 C 1.76662 2.04761 -2.81202
55 C 1.19167 2.96085 1.12727
56 C 1.27749 2.85589 2.51754
57 C 1.00782 3.95875 3.32092
58 C 0.64935 5.16753 2.74220
59 C 0.57500 5.28510 1.36004
60 C 0.84612 4.18638 0.55459
61 H 4.44137 -3.00203 2.29628
62 H 5.17564 -2.04572 0.14445
63 H 3.98709 -0.11380 -0.82689
64 H 1.30986 -0.10617 2.54281
65 H 2.52678 -2.01225 3.50359
66 H 4.32041 2.82567 -0.74318
67 H 5.24228 3.65787 -2.86615
68 H 3.94037 3.46547 -4.95727
69 H 1.69831 2.43620 -4.93233
70 H 0.74029 1.63662 -2.92809
71 H 1.57818 1.92891 2.98776
72 H 1.09294 3.87607 4.39703
73 H 0.44645 6.02605 3.36952
74 H 0.32430 6.23764 0.91101
75 H 0.82032 4.30038 -0.52344

* frontier orbital gap (spin up / spin down): 5.6689 / 5.9478 eV
* multiplicity: 2
* lowest unoccupied orbital energy (spin up / spin down): -8.17 / -7.70 eV
* HOMO level (spin up / spin down): -13.84 / -13.64 eV
* total charge: +2
* relative energy (zero: lowest compared OMol25 entry of this formula, charge and spin): 25.31 kcal/mol

Mulliken atomic charge list, values in e, 4 entries: 0.037 0.080 1.406 -0.679